Entry 1:
ORCA calculation (the ωB97M-V functional and the def2-TZVPD basis) on a single C12H22N2O molecule in a non-equilibrium geometry.

XYZ file:
```
37
Properties=species:S:1:pos:R:3:forces:R:3:mulliken_charge:R:1
C -0.633015 -4.300797 -0.803509 -0.6394 -0.9952 -1.3471 -1.040
C 0.298156 -3.126847 -0.885939 -1.9357 -0.7399 1.8881 0.653
O 1.364495 -3.224538 -0.343827 1.9997 0.6064 -0.0104 -0.623
N -0.292509 -2.005080 -1.318023 1.4615 0.4726 0.1831 -0.095
C 0.295241 -0.681504 -1.134254 1.2140 -0.7579 -1.7519 -0.199
C 0.373153 -0.073000 -2.588488 -1.7330 -0.0213 0.2063 -0.917
C 0.795800 1.371429 -2.466867 0.9565 1.3352 -0.3088 -0.466
C 0.028615 2.153498 -1.357306 -2.7018 -2.6291 -1.7765 -1.418
C 0.098739 1.506656 0.001771 -0.3445 -0.1880 -0.4605 0.854
C -0.609815 2.336828 1.074652 1.1295 -4.1637 0.5554 -1.594
N -0.280097 1.678616 2.365946 -1.9080 0.6824 1.2710 0.089
C 0.960303 2.033982 2.975565 -0.2583 -1.0935 0.9232 -0.889
C -0.718226 0.293241 2.556540 -1.8962 0.0282 0.5250 -1.033
C -0.226882 -0.556079 1.386612 -1.4111 -1.4054 -1.0547 -0.764
C -0.426977 0.031159 -0.041032 0.0904 2.9124 1.3232 0.441
H 0.025194 -5.144705 -0.972151 -0.0297 -0.4088 -0.0614 0.336
H -1.043573 -4.485481 0.251593 0.0691 0.7533 -1.8019 0.217
H -1.311036 -4.255233 -1.739639 0.2308 -0.3472 2.0285 0.315
H -1.255359 -2.060000 -1.565090 -0.4232 0.1156 -0.1956 0.329
H 1.388249 -0.692479 -0.823097 -1.2358 -0.8682 -0.2349 0.303
H -0.646792 0.024531 -3.095103 0.8493 -0.7495 0.8370 0.259
H 0.978805 -0.787620 -3.254254 -0.5694 1.3545 1.0981 0.270
H 1.880611 1.391843 -2.184828 -0.6229 0.3217 -0.5991 0.298
H 0.566440 1.898511 -3.439878 0.8738 -0.4387 0.9063 0.365
H 0.276483 3.147598 -1.289134 1.2314 2.3987 -0.0766 0.475
H -1.082075 2.237627 -1.748703 1.6165 -0.4604 0.9587 0.279
H 1.145964 1.468256 0.334895 0.0829 -0.1276 -0.3437 0.111
H -1.631848 2.349189 0.820962 -1.7250 -0.3019 0.2806 0.444
H -0.333880 3.323335 1.027794 1.1813 2.4356 0.3688 0.576
H 1.213288 1.253237 3.738575 0.0366 0.7225 -0.7471 0.309
H 1.679296 2.072023 2.213051 1.8890 -0.1013 -0.8843 0.349
H 1.009193 2.989133 3.468651 -0.4787 0.6271 0.3327 0.273
H -0.458981 -0.187036 3.600766 0.1538 1.2634 -2.0828 0.391
H -1.877876 0.282247 2.653414 1.6066 0.0371 -0.6229 0.282
H -0.829464 -1.471344 1.272422 0.3747 -0.2340 0.8261 0.382
H 0.792913 -0.843434 1.548048 0.7328 -0.1427 -0.0736 0.261
H -1.512533 0.052239 -0.240139 0.1325 0.1084 -0.0784 0.178
```
Forces are in eV/Å.

Output
- lowest unoccupied orbital energy (eV) = 0.813
- E_HOMO (eV) = -7.77
- energy above the lowest of the compared OMol25 structures with the same formula, charge and spin (eV) = 1.7097
- gap between HOMO and LUMO (eV) = 8.58
- charge = 0
- SMILES string = CC(=O)N[C@H]1CCC[C@H]2CN(C)CC[C@@H]21

Entry 2:
ORCA calculation (the ωB97M-V functional and the def2-TZVPD basis) on a gas-phase ion, C12H22NP (charge +2) in a non-equilibrium geometry.

XYZ file:
```
36
Properties=species:S:1:pos:R:3:forces:R:3:mulliken_charge:R:1
C -3.783862 1.309183 -1.021697 -1.3461 0.0431 0.9623 -0.061
C -2.758644 1.843793 -1.501111 2.3255 -0.2350 0.2370 -0.621
C -2.891789 -0.244921 0.560924 -0.1191 -0.6573 2.1291 -0.537
C -3.958201 0.439010 0.177418 -1.1620 -1.0073 -1.3486 0.871
C 1.028078 -1.306616 -0.394328 3.2068 -0.0548 -1.4386 -0.060
C -0.249702 -1.368995 -0.087659 -1.5085 -0.5432 -0.1333 0.160
C -5.386732 -0.030512 0.486856 -1.5310 1.5208 -0.9972 -1.403
C -1.079245 -2.679820 -0.185596 3.5089 -0.1647 -0.7941 -1.286
C -0.434412 0.573122 1.979970 -3.6708 0.2751 -0.1544 -1.178
C 1.915369 -0.064607 -0.719900 0.7765 -1.5986 2.0752 -0.797
C 3.319738 -0.074481 -0.009605 0.1850 -0.1044 -1.5377 -0.580
C 4.160067 1.065968 -0.595696 -1.7053 2.4863 -1.5773 -0.828
N 5.546632 1.035560 -0.125275 -0.4100 -0.5059 0.4922 -0.145
P -1.175686 0.153658 0.312197 0.1376 0.8984 -0.5716 0.078
H -4.679253 1.541602 -1.588498 -0.4571 0.1843 -0.1902 0.400
H -2.095638 2.382300 -2.136818 0.1689 0.1662 -0.1473 0.402
H -3.178941 -0.980192 1.313202 0.4675 -0.1251 0.0515 0.512
H 1.661335 -2.226667 -0.645893 -1.4137 0.8466 0.5816 0.257
H -6.134023 0.706220 0.986311 1.6791 -0.7848 -0.9113 0.333
H -5.384990 -0.889515 1.113203 0.2151 -0.6995 0.5301 0.403
H -5.898627 -0.338598 -0.489910 0.7702 0.4499 1.1939 0.346
H -1.980029 -2.613818 0.383277 -0.2575 -0.6629 0.5706 0.359
H -0.291552 -3.550724 -0.007153 -2.2384 1.5328 0.0432 0.364
H -1.314756 -2.717842 -1.252254 -0.3632 -0.3109 0.1093 0.342
H -1.154260 1.312098 2.375251 0.5134 0.3542 -0.2518 0.400
H 0.500676 1.033471 1.839778 1.2909 0.1044 0.2208 0.392
H -0.619846 -0.209964 2.722146 1.0061 -0.3786 -0.4356 0.391
H 2.280486 -0.102414 -1.727319 -0.9099 0.1668 -1.0168 0.391
H 1.445995 0.838539 -0.424659 -0.6592 1.0782 -0.3467 0.483
H 3.806320 -1.019353 -0.327921 -0.1473 0.2223 0.7265 0.423
H 3.299837 0.079114 1.055487 -0.1995 -0.4297 0.6038 0.424
H 4.308551 1.043389 -1.703297 -0.9386 -0.0138 0.7105 0.392
H 3.736406 2.106474 -0.304248 0.5850 -1.7605 -0.5679 0.323
H 6.071909 1.890745 -0.291131 0.1177 0.0877 0.1846 0.351
H 5.960825 0.258022 -0.611789 0.9208 -0.4433 0.0949 0.363
H 5.407973 0.806777 0.845726 1.1620 0.0634 0.9031 0.336
```
Forces are in eV/Å.

Output
- lowest unoccupied orbital energy (spin up / spin down) (eV) = -7.727 / -7.732
- E_HOMO (spin up / spin down) (eV) = -14.83 / -14.83
- gap between HOMO and LUMO (spin up / spin down) (eV) = 7.10 / 7.09
- charge = +2

Entry 3:
ORCA calculation (the ωB97M-V functional and the def2-TZVPD basis) on a single C12H22O molecule in a non-equilibrium geometry.

XYZ file:
```
35
Properties=species:S:1:pos:R:3:forces:R:3:mulliken_charge:R:1
C -2.988115 -1.820315 -0.232160 1.3759 0.5093 0.2606 -1.622
C -1.507662 -1.561453 0.228524 -0.4362 -0.8180 -0.6640 1.057
C -1.057198 -2.587461 1.318297 0.4398 0.6735 -0.6802 -1.410
C -0.569025 -1.550405 -1.039262 -0.2485 0.2692 1.0955 -1.055
C 0.900663 -1.193468 -0.690254 -0.6250 0.6451 -0.9403 -1.472
C 1.028660 0.184222 -0.076895 1.4753 -0.4491 3.1255 0.730
C 1.510583 0.280849 1.234749 -1.4097 1.1589 -3.2482 -1.212
C 1.668087 1.581526 2.012923 0.3700 -1.2306 -0.3136 -0.311
O 1.264330 1.404769 3.360629 0.3205 0.4091 0.5043 -0.570
C 0.678295 1.413727 -0.868336 1.1615 0.5448 -0.7137 1.309
C -0.717258 1.945527 -0.574874 0.0794 1.3286 -0.5346 -1.395
C 1.832650 2.403924 -1.166110 -0.9581 -1.0938 -0.8354 -0.716
C 1.194368 1.598410 -2.322483 0.3620 -0.4817 1.8567 -0.834
H -3.262843 -1.067611 -0.976596 -0.0617 -0.0893 0.0363 0.365
H -3.681027 -1.747798 0.603479 -0.0409 -0.1291 0.0405 0.409
H -3.036098 -2.794895 -0.692054 -0.2766 -0.4147 -0.1389 0.363
H -1.522657 -0.578241 0.677743 0.3093 0.3808 0.1534 0.069
H -1.033897 -3.605513 0.904429 -0.1946 0.1735 0.1814 0.320
H -0.030999 -2.368001 1.676954 -0.5287 -0.0350 -0.1956 0.251
H -1.716412 -2.527157 2.187555 -0.0373 -0.1944 -0.1367 0.424
H -0.630499 -2.528701 -1.519482 0.1369 -0.1142 0.0272 0.563
H -0.956813 -0.833555 -1.776008 0.0327 -0.0525 0.1860 0.327
H 1.323434 -1.954636 -0.063296 0.2190 -0.2652 0.5312 0.540
H 1.502228 -1.198963 -1.606629 -0.1383 -0.1086 -0.0790 0.425
H 1.824553 -0.611761 1.740808 0.0285 -0.3672 0.2660 0.543
H 2.742186 1.808585 2.034545 -0.1605 0.2106 0.1209 0.274
H 1.147130 2.422153 1.563226 -0.0994 -0.0033 -0.1692 0.271
H 0.577377 0.744547 3.442368 -0.2194 -0.1440 -0.2980 0.306
H -1.425351 1.233971 -0.984740 -0.3341 -0.0372 0.0255 0.259
H -0.914178 2.060942 0.500035 0.1295 -0.0423 -0.2616 0.220
H -0.911112 2.950304 -1.079207 0.3290 -1.2281 0.5897 0.434
H 1.569532 3.446167 -1.071079 0.1137 0.1610 -0.1683 0.290
H 2.878958 2.150783 -0.988059 -0.4635 -0.0150 0.4481 0.283
H 0.551629 2.130318 -2.985060 -0.4100 0.1785 -0.4081 0.330
H 1.766483 0.769211 -2.773676 -0.2406 0.6706 0.3365 0.234
```
Forces are in eV/Å.

Output
- lowest unoccupied orbital energy (eV) = 0.835
- E_HOMO (eV) = -8.78
- energy above the lowest of the compared OMol25 structures with the same formula, charge and spin (eV) = 1.2040
- gap between HOMO and LUMO (eV) = 9.62
- charge = 0
- SMILES string = CC(C)CC/C(=C/CO)C1(C)CC1

Entry 4:
ORCA calculation (the ωB97M-V functional and the def2-TZVPD basis) on a molecular structure, C12H23AuN3O3 in a non-equilibrium geometry.

XYZ file:
```
42
Properties=species:S:1:pos:R:3:forces:R:3:mulliken_charge:R:1
Au -0.704468 -0.609351 0.897531 0.6550 -0.0028 -0.7787 0.387
O 1.031459 1.631294 -2.085993 -2.2004 -1.2324 -1.9793 -0.546
C 0.414961 1.027306 -2.980155 1.6546 -0.6163 0.8328 0.756
O 2.700196 -0.565814 -1.948771 -2.2714 -1.1837 -1.5483 -0.514
C 1.886656 -0.970537 -2.761678 0.6121 -0.0492 -0.5580 0.406
O 1.923675 -2.222478 -3.357617 -0.1546 0.6604 -0.5209 -0.370
N 0.761004 -0.312233 -3.368939 0.7567 0.7391 0.6697 0.251
C 1.181201 -2.216314 -4.637669 0.9039 -0.8016 0.1851 -0.357
C 0.313558 -0.987765 -4.642126 0.2973 0.8693 0.8321 -0.560
H 0.584593 -3.142165 -4.739492 0.5550 0.4075 0.3472 0.299
H 1.896813 -2.154910 -5.484576 -0.1713 -0.2887 0.7669 0.238
H -0.754698 -1.250282 -4.650563 0.3527 0.3248 0.2066 0.349
H 0.565742 -0.361217 -5.522026 -0.3204 -0.2625 0.5822 0.344
C -0.681318 1.473169 -3.860566 -1.2352 1.6225 0.3027 -0.293
C -1.484709 2.503952 -3.539273 0.4958 -0.8286 -0.2724 -0.785
H -0.848447 0.903160 -4.762648 0.1648 0.4957 -0.1332 0.296
H -1.436325 2.865295 -2.534623 0.3148 0.6445 0.3838 0.217
H -2.212231 2.984839 -4.193379 0.0909 -0.5583 0.0606 0.288
C 1.924828 -0.502873 2.640374 0.2254 0.6505 -0.2784 -0.923
N 0.592732 -1.134747 2.644618 0.5789 -0.9733 0.3435 0.314
C 0.810428 -2.596057 2.460239 -0.1457 -0.3069 0.0695 -0.950
C -0.286116 -0.722634 3.775300 0.3718 0.2412 -1.0429 -0.720
C -0.527019 0.778388 3.640907 -0.2317 0.8995 -0.7703 -0.898
N -1.125725 1.136276 2.326140 0.1393 -0.5313 -0.4642 0.415
C -2.569877 0.895674 2.237621 0.1671 -0.3571 -0.6118 -1.104
C -0.760856 2.418833 1.709950 0.2963 0.4049 0.5689 -0.971
H 2.445875 -0.799338 1.715997 -0.1553 0.0765 0.4406 0.308
H 2.538469 -0.782067 3.514434 -0.3130 -0.0662 -0.1934 0.322
H 1.837704 0.592351 2.614678 0.0706 -0.4107 -0.0091 0.238
H 1.390719 -3.102918 3.273575 -0.4321 0.6029 -0.4378 0.311
H -0.169604 -3.082964 2.343415 0.3925 0.0032 0.1439 0.322
H 1.370222 -2.678153 1.512107 -0.2336 -0.2982 0.5192 0.352
H -1.236893 -1.260814 3.670840 0.2960 -0.0503 0.2075 0.327
H 0.162482 -0.918514 4.742387 0.1382 -0.1956 0.2499 0.340
H -1.205994 1.118598 4.405446 -0.2232 0.0737 0.6097 0.464
H 0.406633 1.350347 3.744714 -0.3717 -0.2718 0.0577 0.410
H -3.132098 1.499964 2.922004 -0.4739 0.4481 0.5116 0.362
H -2.867524 1.116575 1.201179 -0.1705 0.0529 0.4424 0.367
H -2.765365 -0.167133 2.409049 -0.2723 0.2183 0.2268 0.374
H 0.304475 2.623563 1.884169 -0.3009 -0.0972 -0.1408 0.313
H -0.932570 2.377842 0.626929 -0.0009 0.0829 0.3560 0.263
H -1.342581 3.243860 2.156489 0.1481 -0.1358 -0.1774 0.357
```
Forces are in eV/Å.

Output
- lowest unoccupied orbital energy (eV) = -4.675
- E_HOMO (eV) = -11.79
- gap between HOMO and LUMO (eV) = 7.11
- charge = +1

Number 1: DFT total energy -17827.4129 eV. Number 2: DFT total energy -23558.8086 eV. Number 3: DFT total energy -14846.8059 eV. Number 4: DFT total energy -27113.0881 eV.